Record 1
DFT (wB97M-V/def2-TZVPD) results for a cluster of 11 separate species, C34H91N2O14P2S10 in total.

Kohn-Sham gap: 0.184 Eh
total charge: +1
lowest unoccupied orbital energy: -4.42 eV

Each line ends with the Mulliken charge.
Cartesian coordinates (Å):
C (-0.36002, 7.11234, 2.46982)  -0.401
O (0.55321, 8.03606, 1.84051)  -0.396
C (1.90972, 7.50170, 1.77696)  -0.486
C (1.99376, 5.93429, 1.43709)  -0.004
C (3.39677, 5.46442, 0.80419)  -0.910
C (3.45446, 3.85908, 0.47730)  -0.024
C (2.09252, 3.11732, 0.88477)  -0.206
C (2.13897, 1.50344, 0.66779)  -0.488
C (0.92672, 0.91769, 1.59020)  0.304
C (-0.20223, 0.15261, 0.74815)  -0.448
C (-1.33218, 1.10621, 0.12705)  -0.076
C (-2.61899, 1.31143, 1.08683)  -0.722
C (-2.76312, 2.87835, 1.50293)  -0.232
C (-4.13204, 3.21531, 2.27704)  -0.737
P (-5.43216, 4.09081, 1.23944)  0.696
O (-5.89750, 5.59373, 1.95368)  -0.363
O (-6.90787, 3.17575, 1.14010)  -0.278
C (-7.66334, 3.43052, 2.31464)  0.407
N (-8.43843, 3.66963, 3.19772)  -0.355
P (-4.83447, 4.45199, -0.85113)  0.404
N (-3.60796, 5.72262, -0.80987)  -0.491
O (-6.17868, 5.07148, -1.73272)  -0.476
H (-0.86647, 6.43580, 1.67494)  0.004
H (-1.22490, 7.74344, 2.91254)  0.260
H (0.08940, 6.52064, 3.33719)  0.286
H (2.53736, 8.09771, 1.02459)  0.316
H (2.34304, 7.62559, 2.84612)  0.265
H (1.17565, 5.69628, 0.67905)  0.188
H (1.87369, 5.37326, 2.43684)  0.221
H (3.52002, 6.04093, -0.19292)  0.335
H (4.31143, 5.78263, 1.43852)  0.253
H (3.74177, 3.74660, -0.62494)  -0.132
H (4.29455, 3.36392, 1.10043)  0.347
H (1.20988, 3.51345, 0.27744)  -0.093
H (1.96335, 3.25595, 2.02421)  0.255
H (3.15068, 1.17492, 1.12410)  0.392
H (2.05645, 1.19444, -0.42601)  0.236
H (0.39152, 1.78940, 2.13461)  -0.117
H (1.40034, 0.27380, 2.42411)  -0.097
H (-0.75201, -0.58087, 1.45871)  0.393
H (0.28034, -0.49624, -0.05858)  0.034
H (-0.92362, 2.14300, -0.17081)  0.125
H (-1.73677, 0.57073, -0.81578)  -0.047
H (-2.59341, 0.67745, 2.03702)  0.395
H (-3.59543, 1.04861, 0.52052)  0.260
H (-2.56502, 3.52821, 0.58502)  0.228
H (-1.89775, 3.08843, 2.24264)  0.145
H (-4.60736, 2.26947, 2.71953)  0.427
H (-3.87885, 3.92161, 3.15993)  0.489
H (-5.20729, 5.89977, 2.58621)  0.312
H (-3.45404, 6.09894, 0.13682)  0.252
H (-3.93979, 6.46241, -1.44878)  0.329
H (-6.84863, 5.36197, -1.07177)  0.314
C (3.38826, -3.47243, 0.45482)  -0.861
S (2.34062, -3.48588, -1.01559)  0.417
O (1.65918, -2.15502, -1.09321)  -0.675
C (1.14062, -4.67106, -0.37671)  -0.981
H (4.19794, -2.75845, 0.29598)  0.476
H (2.80384, -3.16972, 1.32550)  0.020
H (3.80904, -4.46709, 0.61184)  0.392
H (0.69827, -4.29101, 0.54640)  0.415
H (1.63393, -5.62596, -0.19212)  0.418
H (0.35833, -4.80778, -1.12413)  0.222
C (3.69130, -2.65927, 4.41177)  -0.463
S (2.34310, -1.77242, 5.22011)  0.364
O (2.01490, -0.58579, 4.36847)  -0.596
C (3.31955, -1.18298, 6.61987)  -0.920
H (3.31676, -3.08471, 3.48074)  -0.138
H (4.51059, -1.97150, 4.19223)  0.394
H (4.03959, -3.46386, 5.06047)  0.307
H (4.16224, -0.58895, 6.26269)  0.348
H (3.67936, -2.03580, 7.19748)  0.414
H (2.68241, -0.56374, 7.25084)  0.220
C (5.48797, -7.00860, 5.01351)  -1.007
S (4.42663, -6.99055, 3.55258)  0.464
O (3.74159, -5.66210, 3.51265)  -0.488
C (3.23444, -8.19599, 4.17384)  -0.980
H (6.29386, -6.28892, 4.86372)  0.308
H (4.91122, -6.72814, 5.89703)  0.293
H (5.91318, -8.00528, 5.14289)  0.420
H (2.79900, -7.84090, 5.10971)  0.301
H (3.73353, -9.15376, 4.33079)  0.393
H (2.44622, -8.31713, 3.42994)  0.311
C (-2.60628, -1.80894, -2.78345)  -0.920
S (-3.05963, -2.89966, -1.41720)  0.571
O (-2.09812, -4.04005, -1.41882)  -0.577
C (-4.60079, -3.48925, -2.15253)  -1.006
H (-1.64038, -1.35481, -2.55640)  0.201
H (-2.52805, -2.38304, -3.70872)  0.387
H (-3.35881, -1.02491, -2.88955)  0.365
H (-4.39767, -3.95790, -3.11727)  0.283
H (-5.28818, -2.65067, -2.27902)  0.361
H (-5.04614, -4.22289, -1.47962)  0.332
C (3.64693, -6.18501, -3.74921)  -0.822
S (2.01076, -6.83144, -3.34338)  0.568
O (2.02699, -7.22016, -1.89836)  -0.622
C (2.16475, -8.34568, -4.31146)  -0.923
H (3.78910, -5.24488, -3.21408)  0.226
H (4.41567, -6.89688, -3.44226)  0.320
H (3.71030, -6.00291, -4.82363)  0.336
H (3.02663, -8.92083, -3.96724)  0.343
H (2.27780, -8.09307, -5.36711)  0.362
H (1.25720, -8.93566, -4.17633)  0.306
C (1.31074, -5.24614, -8.64638)  -0.976
S (0.86639, -6.34133, -7.28175)  0.620
O (1.83808, -7.47992, -7.28605)  -0.694
C (-0.66947, -6.93671, -8.01588)  -0.710
H (2.27371, -4.78594, -8.42061)  0.328
H (1.39085, -5.81828, -9.57258)  0.298
H (0.55296, -4.46740, -8.74949)  0.335
H (-0.46394, -7.40269, -8.98185)  0.332
H (-1.36328, -6.09902, -8.14105)  0.216
H (-1.11062, -7.67448, -7.34398)  0.314
C (4.45701, 2.35730, 10.68476)  -0.944
S (3.84497, 0.67507, 10.44810)  0.456
O (4.32622, 0.20681, 9.11302)  -0.551
C (2.10727, 1.13348, 10.26721)  -0.949
H (5.54258, 2.31900, 10.78258)  0.314
H (4.19230, 2.97488, 9.82441)  0.299
H (4.02673, 2.77704, 11.59569)  0.375
H (1.99008, 1.82780, 9.43297)  0.299
H (1.75403, 1.59345, 11.19173)  0.403
H (1.53007, 0.22919, 10.07037)  0.300
C (-7.93310, 8.87661, 2.34757)  -0.842
S (-7.18968, 9.78763, 0.97594)  0.518
O (-7.32231, 11.24148, 1.28030)  -0.611
C (-8.46232, 9.36895, -0.23592)  -0.862
H (-7.31861, 9.02829, 3.23604)  0.301
H (-8.94215, 9.24673, 2.53773)  0.362
H (-7.96241, 7.81223, 2.10565)  0.221
H (-9.43800, 9.70832, 0.11628)  0.320
H (-8.47439, 8.28863, -0.39328)  0.265
H (-8.22225, 9.86803, -1.17540)  0.319
C (4.42226, 3.52245, -4.77478)  -0.987
S (4.18623, 2.17725, -3.59329)  0.413
O (3.81419, 2.79258, -2.28171)  -0.609
C (5.92696, 1.70747, -3.49621)  -0.953
H (3.45624, 3.99470, -4.95773)  0.312
H (5.11481, 4.26068, -4.36600)  0.302
H (4.81116, 3.12050, -5.71191)  0.390
H (6.52492, 2.55942, -3.16741)  0.314
H (6.26659, 1.36508, -4.47523)  0.392
H (6.02572, 0.89517, -2.77526)  0.302
C (-4.71675, -5.72839, -9.75199)  -0.944
S (-3.75077, -4.28963, -9.24577)  0.443
O (-2.61408, -4.78506, -8.40824)  -0.648
C (-4.99498, -3.61488, -8.12452)  -0.966
H (-4.11290, -6.32654, -10.43557)  0.313
H (-4.97715, -6.32892, -8.87839)  0.301
H (-5.62170, -5.39770, -10.26436)  0.392
H (-5.23773, -4.34790, -7.35295)  0.299
H (-5.89090, -3.35356, -8.69018)  0.394
H (-4.58834, -2.71730, -7.65712)  0.313


Record 2
DFT (wB97M-V/def2-TZVPD) results for a structure of composition C34H92BClI2NO13PSi2.

Kohn-Sham gap: 0.334 Eh
lowest unoccupied orbital energy: 0.10 eV

Each line ends with the Mulliken charge.
Cartesian coordinates (Å):
C (-1.42446, 0.57536, 2.07867)  -0.568
B (-0.46831, 1.23373, 1.03134)  0.633
O (0.86632, 1.39288, 1.36559)  -0.409
Si (-1.06500, 1.88156, -0.80673)  -0.173
O (0.24774, 2.08005, -1.79375)  0.074
Si (0.37650, 2.22019, -3.45103)  -0.186
C (1.70826, 1.02803, -3.99076)  -0.705
C (1.36781, 0.31637, -5.31919)  -0.511
C (0.73810, -1.05187, -5.10080)  -0.222
Cl (1.90422, -2.23112, -4.40707)  -0.264
C (0.75829, 4.02515, -3.89649)  -0.943
I (1.91956, 4.08567, -5.70637)  0.046
C (-0.38772, 5.03469, -4.02061)  0.229
C (-1.03748, 5.33945, -2.67486)  -1.350
I (-1.90796, 4.49102, -5.44058)  0.075
P (-2.46401, 0.36766, -1.77441)  0.868
N (-3.41354, 0.94172, -2.86157)  -0.713
O (-1.58718, -0.86270, -2.37033)  -0.515
O (-3.34421, -0.36389, -0.62795)  -0.427
H (-0.87031, 0.32326, 2.99073)  0.269
H (-2.25284, 1.23734, 2.35255)  -0.029
H (-1.87408, -0.35548, 1.70780)  0.241
H (1.20443, 0.57410, 1.75111)  0.235
H (-1.88977, 3.10591, -0.69595)  -0.141
H (-0.88002, 1.82818, -4.11886)  0.003
H (2.69307, 1.49846, -4.03364)  0.550
H (1.77329, 0.28140, -3.18720)  0.364
H (2.27003, 0.19897, -5.92390)  0.338
H (0.63341, 0.88445, -5.90390)  0.303
H (0.38494, -1.47886, -6.03955)  0.389
H (-0.11002, -1.00191, -4.41541)  0.001
H (1.43160, 4.45439, -3.14485)  0.602
H (0.01679, 5.95890, -4.43876)  0.006
H (-1.65075, 4.51444, -2.30835)  0.231
H (-0.26755, 5.58357, -1.93387)  0.391
H (-1.69347, 6.20890, -2.76931)  0.465
H (-3.30826, 1.92815, -3.05716)  0.205
H (-0.84210, -1.12134, -1.81266)  0.308
H (-4.26948, -0.19599, -0.86361)  0.323
C (2.03917, -4.71596, -8.31319)  -1.106
C (2.66124, -5.84387, -7.50432)  0.381
C (1.60578, -6.74044, -6.88067)  -1.066
O (3.53687, -5.31836, -6.50786)  -0.532
H (1.42599, -4.08469, -7.66274)  0.155
H (2.81379, -4.09091, -8.75764)  0.321
H (1.40206, -5.10459, -9.10922)  0.363
H (3.30531, -6.44246, -8.15269)  0.264
H (0.98011, -6.16198, -6.19343)  0.340
H (2.07431, -7.54731, -6.31878)  0.202
H (0.96394, -7.18728, -7.64024)  0.346
H (3.00252, -4.77689, -5.91492)  0.315
C (4.72991, 1.93795, 3.94833)  -1.212
C (3.44124, 2.67703, 4.27128)  0.258
C (2.36783, 1.71531, 4.75997)  -0.591
O (2.95325, 3.39226, 3.13463)  -0.541
H (4.54905, 1.19934, 3.16095)  0.289
H (5.49062, 2.63150, 3.58891)  0.329
H (5.10913, 1.41485, 4.82737)  0.296
H (3.64423, 3.44207, 5.02478)  0.319
H (2.15994, 0.98819, 3.96691)  0.076
H (1.43806, 2.23867, 4.98097)  0.233
H (2.68446, 1.17389, 5.65113)  0.218
H (2.71591, 2.70844, 2.49641)  0.322
C (2.76024, 0.38445, 8.99432)  -1.047
C (4.19173, 0.14510, 8.54116)  0.297
C (5.19097, 0.38760, 9.65998)  -1.417
O (4.49724, 0.95393, 7.40489)  -0.434
H (2.64148, 1.42379, 9.31666)  0.305
H (2.05766, 0.20979, 8.17918)  0.089
H (2.49982, -0.26332, 9.83344)  0.460
H (4.29358, -0.88115, 8.18136)  0.287
H (5.13042, 1.42546, 10.00047)  0.368
H (6.20749, 0.20464, 9.31238)  0.346
H (4.99130, -0.26121, 10.51400)  0.378
H (4.40861, 1.87758, 7.66746)  0.328
C (-5.21861, -4.17955, -2.95883)  -1.218
C (-5.26471, -3.07894, -4.00736)  0.335
C (-3.94725, -2.95663, -4.75738)  -0.987
O (-5.61917, -1.83157, -3.41839)  -0.534
H (-4.44395, -3.95804, -2.21838)  0.266
H (-6.17394, -4.25247, -2.43873)  0.312
H (-4.99071, -5.14704, -3.40922)  0.383
H (-6.06889, -3.28876, -4.71647)  0.313
H (-3.14197, -2.69847, -4.06324)  0.086
H (-4.00842, -2.16530, -5.50411)  0.304
H (-3.68704, -3.89311, -5.25429)  0.411
H (-4.91761, -1.59436, -2.80053)  0.290
C (1.14780, 9.62949, -6.97081)  -1.472
C (0.85488, 8.58737, -5.90455)  0.538
C (0.34010, 9.21787, -4.62016)  -1.167
O (2.00631, 7.78539, -5.64849)  -0.474
H (1.92292, 10.31834, -6.62205)  0.363
H (1.50488, 9.15134, -7.88250)  0.351
H (0.25721, 10.21313, -7.20782)  0.373
H (0.11103, 7.88176, -6.28406)  0.241
H (1.09195, 9.89421, -4.20315)  0.355
H (0.12751, 8.45064, -3.87426)  0.235
H (-0.57058, 9.79126, -4.79854)  0.363
H (2.70606, 8.35645, -5.31164)  0.309
C (-0.15275, -2.49239, 5.66350)  -1.498
C (-1.23543, -1.51029, 6.07840)  1.828
C (-2.16475, -2.09591, 7.12840)  -1.573
O (-1.97403, -1.06058, 4.94071)  -0.365
H (-0.60267, -3.38685, 5.22236)  0.411
H (0.50676, -2.04210, 4.92143)  0.288
H (0.44846, -2.80155, 6.51965)  0.386
H (-0.76414, -0.60779, 6.47675)  -0.832
H (-2.67511, -2.97836, 6.73137)  0.450
H (-2.92374, -1.36816, 7.41678)  0.308
H (-1.61265, -2.39646, 8.02013)  0.372
H (-2.41266, -1.82224, 4.54490)  0.265
C (-5.12895, 2.04088, 4.93745)  -1.341
C (-4.13514, 2.95022, 4.23441)  0.816
C (-4.52959, 4.41434, 4.32901)  -1.470
O (-3.97231, 2.55812, 2.87120)  -0.417
H (-6.11680, 2.13252, 4.47661)  0.387
H (-4.81008, 1.00133, 4.86055)  0.266
H (-5.22277, 2.30151, 5.99296)  0.387
H (-3.14542, 2.81036, 4.67642)  -0.008
H (-5.49995, 4.57551, 3.85067)  0.372
H (-3.79511, 5.04214, 3.82497)  0.362
H (-4.60800, 4.73452, 5.36904)  0.384
H (-4.81907, 2.65841, 2.42167)  0.248
C (3.88366, -10.98235, -6.67286)  -1.232
C (2.37051, -11.02543, -6.80975)  0.474
C (1.87032, -12.41614, -7.16426)  -1.369
O (1.92408, -10.06704, -7.76749)  -0.484
H (4.35576, -11.25856, -7.62036)  0.339
H (4.21531, -9.97789, -6.41016)  0.294
H (4.23099, -11.67676, -5.90649)  0.370
H (1.91379, -10.70561, -5.87043)  0.264
H (2.28652, -12.73278, -8.12517)  0.355
H (0.78377, -12.42193, -7.24789)  0.321
H (2.16697, -13.14630, -6.40996)  0.373
H (2.30105, -10.30216, -8.62275)  0.314
C (-1.67872, 1.01695, 8.88637)  -0.986
C (-0.65148, 2.07490, 8.51594)  0.471
C (-1.26431, 3.46335, 8.44049)  -1.317
O (-0.00951, 1.73855, 7.28727)  -0.150
H (-2.46730, 0.97592, 8.12823)  0.123
H (-1.21083, 0.03324, 8.94097)  0.180
H (-2.14449, 1.23570, 9.84832)  0.514
H (0.15170, 2.07275, 9.25632)  0.146
H (-2.04243, 3.49031, 7.67162)  0.171
H (-0.50675, 4.20198, 8.17943)  0.340
H (-1.71745, 3.74731, 9.39133)  0.421
H (-0.68420, 1.72963, 6.59735)  0.138